{"formula": "C27H39Br48IN2O4P2", "method": "ωB97M-V/def2-TZVPD", "homo_ev": -8.16, "spin_multiplicity": 1, "symbols": ["C", "C", "C", "C", "C", "C", "C", "C", "C", "P", "N", "O", "C", "O", "O", "C", "I", "P", "N", "O", "H", "H", "H", "H", "H", "H", "H", "H", "H", "H", "H", "H", "H", "H", "H", "H", "H", "H", "H", "H", "H", "H", "H", "C", "Br", "Br", "Br", "H", "C", "Br", "Br", "Br", "H", "C", "Br", "Br", "Br", "H", "C", "Br", "Br", "Br", "H", "C", "Br", "Br", "Br", "H", "C", "Br", "Br", "Br", "H", "C", "Br", "Br", "Br", "H", "C", "Br", "Br", "Br", "H", "C", "Br", "Br", "Br", "H", "C", "Br", "Br", "Br", "H", "C", "Br", "Br", "Br", "H", "C", "Br", "Br", "Br", "H", "C", "Br", "Br", "Br", "H", "C", "Br", "Br", "Br", "H", "C", "Br", "Br", "Br", "H", "C", "Br", "Br", "Br", "H"], "positions_angstrom": [[2.885237, -3.759930, 0.742313], [4.009951, -2.606642, 0.295343], [3.298816, -1.543378, -0.778118], [3.309985, 0.000890, -0.226420], [1.992987, 0.424263, 0.655894], [1.037760, 1.575474, -0.091988], [-0.493761, 0.902210, -0.091090], [-0.522772, -0.142400, -1.350444], [-1.101447, -1.635261, -1.019702], [-1.156065, -2.407487, -2.808032], [0.362005, -2.292928, -3.445346], [-0.281054, -2.620726, -0.300434], [-1.245422, -3.739149, -0.031526], [-0.942553, -4.934044, 0.510142], [-2.633047, -3.314683, -0.416298], [-2.511781, -1.832316, -0.210989], [-2.467455, -1.785213, 2.020353], [-4.016725, -0.722353, -0.594037], [-5.449548, -1.689508, -0.088041], [-4.109923, -0.353238, -2.328636], [2.187175, -3.378080, 1.613552], [2.202456, -4.036252, -0.193352], [3.431659, -4.756462, 1.044775], [4.384282, -2.038996, 1.272537], [4.890475, -3.225289, -0.215961], [3.890140, -1.620758, -1.810675], [2.185709, -1.904110, -0.948116], [4.250842, 0.160376, 0.450790], [3.396686, 0.707044, -1.155413], [1.347363, -0.572236, 0.780688], [2.269131, 0.812318, 1.728875], [1.353195, 1.744694, -1.213375], [0.954552, 2.568153, 0.531633], [-1.338812, 1.696946, -0.276921], [-0.617009, 0.420813, 0.967562], [-1.119101, 0.350666, -2.233844], [0.597142, -0.289076, -1.736860], [-2.011200, -1.643950, -3.695283], [-1.486904, -3.808837, -2.808740], [0.321113, -1.712164, -4.326151], [-5.287871, -2.140155, 0.861525], [-6.268013, -1.040118, 0.097869], [-4.750992, 0.441528, -2.343379], [-2.836832, 4.734836, -0.934496], [-4.036820, 6.215208, -0.543767], [-1.193300, 4.842736, 0.100442], [-3.716604, 3.013320, -0.718345], [-2.556511, 4.820395, -1.989543], [6.465891, 1.225972, 2.862571], [4.681100, 0.537834, 3.216311], [7.761654, -0.206578, 2.632929], [6.480513, 2.462744, 1.361067], [6.770775, 1.794024, 3.747663], [-1.700630, -2.945829, -6.950450], [-0.703691, -4.241002, -5.895566], [-3.340096, -2.395294, -6.059945], [-0.601814, -1.420723, -7.451441], [-1.993834, -3.447307, -7.878661], [0.999052, 3.473919, 4.240251], [1.994764, 2.180627, 5.298597], [2.100724, 4.273952, 2.850934], [-0.637415, 2.710679, 3.516526], [0.702808, 4.281356, 4.917975], [6.826015, -6.324895, 1.229273], [5.206452, -7.271999, 1.743230], [6.928280, -6.057098, -0.694723], [7.027751, -4.653738, 2.204401], [7.671436, -6.962211, 1.508768], [-4.400948, 10.031412, 0.920643], [-3.405236, 8.738120, 1.978989], [-3.299276, 10.831445, -0.468674], [-6.037415, 9.268172, 0.196918], [-4.697192, 10.838849, 1.598367], [-4.732358, -0.167653, 5.508900], [-5.089720, 1.205127, 6.840031], [-5.347777, 0.360798, 3.740869], [-2.859520, -0.693630, 5.496146], [-5.310692, -1.051437, 5.797832], [-1.063100, 8.729122, 5.470622], [-0.588912, 6.933574, 4.891574], [-2.885862, 8.814637, 6.144537], [0.216669, 9.437922, 6.752859], [-1.018861, 9.372567, 4.585723], [5.112039, -9.648762, 5.387641], [5.662614, -7.785305, 5.480054], [5.395780, -10.400382, 3.616062], [5.955788, -10.722514, 6.773095], [4.033713, -9.673290, 5.576417], [-5.863100, -5.643811, -4.948833], [-5.388912, -7.439359, -5.527881], [-7.685862, -5.558296, -4.274918], [-4.583331, -4.935011, -3.666596], [-5.818861, -5.000366, -5.833732], [0.845320, 10.608578, -2.453337], [-0.354669, 12.088949, -2.062608], [2.488851, 10.716478, -1.418399], [-0.034453, 8.887062, -2.237186], [1.125641, 10.694137, -3.508384], [7.081521, -6.936349, -4.722893], [8.078461, -8.231522, -3.668010], [5.442055, -6.385814, -3.832389], [8.180337, -5.411243, -5.223884], [6.788317, -7.437827, -5.651105], [0.764336, -1.154389, 7.687024], [2.670328, -0.893316, 7.975430], [0.406689, -2.102731, 6.026701], [-0.087132, -2.014763, 9.209882], [0.316468, -0.159886, 7.590061], [-0.042141, 5.359799, -4.505297], [0.991499, 5.255548, -6.149943], [-1.919756, 5.731016, -4.852710], [0.190198, 3.774201, -3.402467], [0.350891, 6.207127, -3.933819], [-8.697204, 8.013475, -2.354652], [-10.039998, 8.400179, -1.001320], [-7.889184, 6.263403, -2.093330], [-9.402783, 8.223353, -4.155332], [-7.900140, 8.754716, -2.235176], [0.293906, -7.735362, -1.943974], [-1.490884, -8.423500, -1.590234], [1.589669, -9.167912, -2.173617], [0.308528, -6.498590, -3.445479], [0.598790, -7.167310, -1.058882]], "atomic_forces_ev_per_a": [[0.185, -0.035, -0.512], [-0.963, -0.763, -0.004], [0.391, -0.329, 0.304], [0.219, 0.094, -0.016], [-0.337, -0.269, -0.590], [-1.343, -1.108, 0.698], [0.710, 0.626, -0.505], [1.231, -0.229, 1.028], [-1.624, 0.836, -0.325], [3.207, 0.941, -2.360], [-2.143, 0.489, 0.137], [-3.030, -2.203, 0.107], [1.124, -4.842, 2.260], [-2.017, 8.705, -4.149], [3.993, 0.257, 1.335], [0.276, -1.558, -1.617], [0.123, 0.703, -0.768], [-0.792, 1.659, 0.038], [0.374, 0.424, 0.820], [-1.353, -0.136, 2.031], [1.418, -0.816, -1.763], [1.435, 0.696, 1.997], [-1.103, 2.010, -0.308], [-0.614, -1.257, -2.211], [-1.736, 1.669, 1.142], [-1.415, 0.283, 2.235], [2.311, 0.798, 0.142], [-1.608, -0.296, -1.497], [-0.133, -1.156, 1.790], [1.294, 2.174, -0.137], [-0.464, -0.759, -2.109], [-0.447, -0.096, 2.316], [0.544, -1.872, -1.390], [1.732, -1.527, 0.585], [-0.016, 0.761, -2.137], [0.872, -1.308, 1.673], [-2.584, 0.059, 0.778], [-0.265, -0.736, 1.235], [-0.443, 0.799, 0.570], [0.035, -0.686, 1.383], [0.086, 0.513, -1.682], [1.526, -0.759, -0.527], [1.576, -1.711, 0.009], [0.025, 0.172, -0.298], [0.279, -0.480, -0.164], [-0.458, -0.015, -0.150], [0.194, 0.362, 0.073], [-0.095, -0.061, 0.422], [0.065, 0.088, 0.216], [0.557, 0.165, -0.002], [-0.358, 0.321, -0.008], [-0.047, -0.351, 0.335], [-0.145, -0.264, -0.420], [0.041, -0.260, -0.252], [-0.418, 0.280, -0.505], [0.358, -0.040, -0.308], [-0.264, -0.333, 0.221], [0.121, 0.265, 0.427], [-0.121, 0.135, 0.133], [-0.284, 0.258, -0.252], [-0.253, -0.253, 0.305], [0.427, 0.120, 0.129], [0.162, -0.376, -0.272], [0.225, -0.119, 0.026], [0.388, 0.386, -0.311], [-0.119, -0.021, 0.649], [-0.126, -0.351, -0.222], [-0.404, 0.287, -0.100], [0.056, 0.278, 0.135], [-0.219, 0.376, -0.191], [-0.272, -0.332, 0.377], [0.343, 0.054, 0.181], [0.100, -0.390, -0.316], [-0.185, -0.166, 0.075], [0.150, -0.332, -0.389], [0.160, -0.031, 0.422], [-0.396, 0.166, 0.077], [0.272, 0.406, -0.134], [-0.001, 0.219, -0.099], [-0.171, 0.400, 0.083], [0.494, -0.076, -0.148], [-0.344, -0.233, -0.305], [-0.022, -0.317, 0.373], [-0.222, 0.033, 0.035], [-0.080, -0.502, 0.032], [-0.029, 0.086, 0.521], [-0.161, 0.271, -0.365], [0.506, 0.008, -0.090], [0.074, 0.154, -0.183], [-0.113, 0.451, 0.200], [0.467, -0.047, -0.128], [-0.365, -0.309, -0.147], [-0.012, -0.285, 0.397], [0.136, 0.001, -0.250], [0.342, -0.349, -0.084], [-0.481, -0.035, -0.226], [0.137, 0.384, 0.040], [-0.140, -0.030, 0.491], [-0.122, -0.110, -0.220], [-0.222, 0.337, -0.253], [0.398, -0.116, -0.325], [-0.265, -0.368, 0.193], [0.147, 0.234, 0.437], [-0.130, 0.238, 0.015], [-0.477, -0.100, -0.115], [0.166, 0.186, 0.370], [0.246, 0.180, -0.417], [0.201, -0.432, 0.024], [0.171, 0.144, 0.081], [-0.318, -0.007, 0.426], [0.409, -0.121, 0.115], [-0.108, 0.337, -0.278], [-0.175, -0.360, -0.249], [0.148, 0.130, -0.012], [0.333, -0.131, -0.339], [-0.222, 0.441, -0.048], [0.150, -0.088, 0.475], [-0.347, -0.325, -0.074], [0.008, 0.082, 0.261], [0.460, 0.181, -0.162], [-0.326, 0.354, -0.002], [0.022, -0.296, 0.422], [-0.159, -0.203, -0.391]]}

***

{"formula": "C27H39N3OS2SbScSe3Te", "method": "ωB97M-V/def2-TZVPD", "homo_ev": -6.65, "spin_multiplicity": 1, "e_above_lowest_kj_mol": 78.79, "symbols": ["Sc", "Se", "Se", "Te", "Se", "C", "C", "Sb", "C", "C", "C", "C", "H", "H", "H", "H", "H", "H", "H", "H", "H", "H", "H", "H", "H", "H", "H", "C", "C", "C", "C", "C", "C", "C", "H", "H", "H", "H", "H", "H", "H", "C", "N", "N", "C", "O", "C", "C", "C", "C", "C", "C", "C", "C", "C", "H", "H", "H", "H", "H", "H", "H", "H", "H", "H", "H", "H", "S", "C", "N", "C", "C", "S", "H", "H", "H", "H", "H"], "positions_angstrom": [[-0.793435, -1.446287, -0.586153], [-0.166871, -4.005056, -0.785871], [-0.452579, -3.399973, 1.493809], [-2.927954, -3.355762, 1.644117], [-3.415623, -1.754441, -0.231240], [-4.899887, 2.092337, -2.257507], [-3.891653, 3.053341, -1.584895], [-1.993264, 2.108194, -1.206913], [-0.971313, 3.762341, -0.273423], [-1.791622, 4.851434, 0.346219], [-1.304369, 2.357799, -3.214715], [-1.294695, 3.760153, -3.786624], [-5.730282, 2.622041, -2.768364], [-5.273605, 1.405768, -1.489395], [-4.467528, 1.459362, -3.023384], [-4.260276, 3.373650, -0.627407], [-3.632780, 3.895868, -2.274049], [-0.260205, 4.138383, -1.021636], [-0.407643, 3.260549, 0.483847], [-2.409961, 5.442241, -0.315648], [-1.071783, 5.569658, 0.737533], [-2.429841, 4.454114, 1.118599], [-1.713609, 1.648353, -3.890806], [-0.297551, 2.046820, -3.107246], [-2.271973, 4.136038, -4.038193], [-0.698750, 3.810216, -4.655718], [-0.866563, 4.515079, -3.085736], [-0.817888, -1.149459, -2.850361], [0.281607, -1.777795, -3.567326], [1.383921, -0.989869, -3.952338], [2.343291, -1.512298, -4.766682], [2.414555, -2.837857, -5.064334], [1.431689, -3.691233, -4.553689], [0.388897, -3.206087, -3.826530], [-1.704947, -1.790755, -3.033667], [-0.986498, -0.129083, -3.181578], [1.381978, 0.034787, -3.802435], [3.107175, -0.909440, -5.179635], [3.193831, -3.209046, -5.701436], [1.514938, -4.744736, -4.768857], [-0.371363, -3.841289, -3.507405], [-0.575431, 0.082210, 5.974855], [-0.883006, 0.367884, 4.580985], [-0.299681, -0.337529, 3.514893], [-1.002354, -0.037266, 2.381674], [-0.593433, -0.308885, 1.232374], [-2.195047, 0.632425, 2.764653], [-2.071794, 0.830101, 4.123041], [-3.017395, 1.593430, 5.020803], [1.108582, -0.679909, 3.643097], [1.468436, -1.814629, 4.343422], [2.775587, -2.090475, 4.660147], [3.752468, -1.246156, 4.216492], [3.406072, -0.159176, 3.424519], [2.103258, 0.127751, 3.128190], [-0.924971, -0.916852, 6.294221], [-1.110101, 0.859842, 6.501022], [0.517089, 0.145433, 6.147784], [-2.950562, 0.934572, 2.068093], [-3.968775, 1.754936, 4.562093], [-2.535488, 2.584947, 5.229506], [-3.154561, 1.106786, 5.996719], [0.749892, -2.628664, 4.526687], [2.993481, -3.043456, 5.145761], [4.798896, -1.448687, 4.408697], [4.182528, 0.505920, 3.085803], [1.844101, 0.968725, 2.508173], [1.601416, -0.285738, -0.823189], [2.868031, -1.374892, -1.043905], [2.772622, -2.676655, -0.946455], [3.902277, -3.492554, -1.390651], [5.083519, -2.536156, -1.242375], [4.488367, -0.868253, -1.534214], [1.834395, -3.088540, -0.836171], [3.770796, -3.728642, -2.443222], [3.956526, -4.398179, -0.802254], [5.873793, -2.812522, -1.993850], [5.564899, -2.569206, -0.270348]], "atomic_forces_ev_per_a": [[-0.186, 0.288, 0.182], [-0.212, -0.164, 0.368], [0.586, -0.439, -0.302], [-0.639, 0.056, 0.069], [-0.066, 0.015, 0.115], [-0.086, 0.283, 0.316], [0.269, -0.118, -1.352], [-0.552, -0.616, -0.057], [0.033, -0.398, -1.342], [0.412, 0.636, -0.027], [0.195, 1.076, 0.491], [-0.183, 0.755, 1.433], [0.297, -0.199, 0.583], [-0.258, 0.128, -0.238], [0.392, -0.075, -0.205], [-0.291, 0.566, 0.222], [-0.427, -0.383, 0.856], [-0.109, 0.025, 0.247], [0.565, -0.194, 0.564], [-0.240, -0.184, -0.510], [-0.207, 0.154, 0.586], [-0.183, 0.050, 0.501], [-0.783, -0.590, -0.487], [1.320, -0.399, 0.041], [-0.523, 0.016, -0.160], [0.699, 0.022, -1.183], [-0.215, -0.572, -0.302], [-0.789, -1.104, 0.299], [1.315, -0.890, 0.104], [-1.414, -1.686, -0.648], [0.893, -0.165, -0.092], [-0.447, -1.086, 0.068], [0.937, -0.239, -0.536], [0.328, 3.048, 0.000], [-0.092, 0.555, 0.155], [-0.080, -0.096, 0.022], [-0.158, 1.858, 0.525], [0.668, 0.910, -0.244], [0.244, -0.201, -0.177], [-0.158, -0.256, 0.005], [-1.315, -0.983, 0.487], [0.402, -0.456, -0.396], [-0.214, -0.527, -0.371], [1.088, 0.080, 0.638], [-0.330, -0.151, -0.899], [0.232, 0.065, -0.040], [0.795, -0.206, 1.043], [-1.012, 0.823, -0.347], [1.599, 0.356, 0.671], [-0.676, -0.020, -0.115], [-1.276, -1.238, -0.010], [-0.019, -0.945, 0.024], [0.814, 0.423, -0.329], [0.944, 0.095, 0.295], [-0.811, 0.430, -0.065], [0.068, 0.389, -0.166], [0.202, 0.004, 0.492], [-0.703, 0.124, -0.080], [-0.246, 0.046, 0.053], [-0.466, 0.016, -0.374], [-0.546, -0.682, -0.136], [-0.103, 0.042, -0.361], [-0.056, 0.826, 0.204], [0.098, 0.414, 0.015], [-0.031, 0.036, 0.091], [0.138, 0.046, -0.238], [-0.043, 0.215, -0.078], [0.779, 0.147, 0.266], [-0.227, 0.534, -0.330], [0.077, -0.354, 0.028], [-0.293, 1.251, -0.039], [1.704, -1.067, -0.851], [-0.679, -0.012, 0.141], [0.062, -0.101, 0.013], [-0.147, -0.205, -0.176], [0.206, -0.116, 0.152], [-0.720, 0.440, 0.655], [-0.148, -0.121, 0.243]]}

***

no.,HOMO-LUMO gap (eV),calculated total energy (eV),LUMO level (eV)
1,7.46,-3428506.169,-0.70
2,6.75,-287392.384,0.10